Record 1
Computed, not measured: a molecular structure, C2H6O3 in a non-equilibrium geometry, with wB97M-V/def2-TZVPD.

The calculation puts the maximum force at 2.4 eV/Å. For the HOMO-LUMO gap, the calculation gives 0.343 Eh. The multiplicity is 1. For the HOMO energy, the calculation gives -8.704 eV.

Each line ends with the Mulliken charge.
Cartesian coordinates (Å):
H: -0.36 -0.38 -1.74  0.224
H: 1.70 -0.36 -0.35  0.221
C: 0.73 -0.35 0.12  0.028
C: -0.43 -0.29 -0.67  -0.054
H: -1.40 -0.24 -0.19  0.201
O: 0.19 -2.07 -0.18  -0.631
H: -0.13 2.70 1.02  0.310
O: -0.69 1.99 0.67  -0.359
H: 0.65 -0.20 1.19  0.192
O: 0.10 1.52 -0.45  -0.429
H: -0.36 -2.33 0.58  0.298



Record 2
Computed, not measured: a gas-phase ion, C3H8N2O (charge -1) in a non-equilibrium geometry, with wB97M-V/def2-TZVPD.

The calculation puts the maximum force at 3.2 eV/Å. For the HOMO-LUMO gap (alpha / beta), the calculation gives 0.112 / 0.355 Eh. As for the charge: -1. The multiplicity is 2. For the HOMO energy (alpha / beta), the calculation gives 1.227 / -5.551 eV.

Each line ends with the Mulliken charge.
Cartesian coordinates (Å):
H: -0.99 1.70 -0.55  0.871
H: 0.53 0.49 1.93  0.493
N: 1.42 0.02 1.70  -0.863
H: 0.93 0.04 -1.51  0.434
C: 0.64 0.51 -0.56  -2.242
C: 1.19 -0.49 0.43  0.509
H: -1.36 -0.82 -1.70  0.284
H: -1.37 -1.09 -0.09  0.352
O: 1.24 -1.71 0.26  -0.378
C: -1.64 -0.26 -0.80  -2.709
H: 1.56 -0.73 2.36  0.237
H: -2.65 0.14 -0.89  1.388
H: 1.23 1.42 -0.45  0.780
N: -0.74 0.79 -0.13  -0.158



Record 3
Computed, not measured: a molecular structure, C4H6O2 in a non-equilibrium geometry, with wB97M-V/def2-TZVPD.

The calculation puts the maximum force at 3.9 eV/Å. For the HOMO-LUMO gap, the calculation gives 0.373 Eh. The multiplicity is 1. For the HOMO energy, the calculation gives -9.944 eV.

Each line ends with the Mulliken charge.
Cartesian coordinates (Å):
H: 1.54 -0.71 -0.92  0.330
C: -0.53 -0.53 0.58  -0.430
C: 1.48 0.32 -0.56  -0.971
O: -2.34 -1.38 -0.72  -0.448
H: 2.40 0.56 -0.04  0.307
H: 0.12 -0.12 1.68  0.227
H: 1.39 0.95 -1.44  0.296
C: 0.34 0.64 0.33  0.659
C: -1.91 -0.46 -0.07  -0.108
O: 0.10 1.77 0.75  -0.574
H: -2.46 0.49 0.00  0.377
H: -0.12 -1.53 0.41  0.337



Record 4
Computed, not measured: 10 unconnected molecules or ions with the total composition C24H75O31P7 in a non-equilibrium geometry, with wB97M-V/def2-TZVPD.

The calculation puts the maximum force at 3.4 eV/Å. As for the SMILES: COP(=O)(OC)OC.COP(=O)(OC)OC.COP(=O)(OC)OC.COP(=O)(OC)OC.COP(=O)(OC)OC.COP(=O)(OC)OC.COP(=O)(OC)OC.CO.CO.CO. For the HOMO-LUMO gap, the calculation gives 0.373 Eh. The multiplicity is 1. For the HOMO energy, the calculation gives -10.119 eV.

Each line ends with the Mulliken charge.
Cartesian coordinates (Å):
H: 1.03 1.08 -0.90  0.344
H: 3.19 0.06 -7.47  0.274
H: -1.91 8.12 -0.85  0.274
O: 0.63 0.15 0.84  0.705
O: -4.71 0.96 -0.27  -0.112
O: -2.73 -0.82 -3.40  -0.201
H: -4.21 -3.11 -1.98  0.097
H: 4.11 1.41 -0.86  0.298
H: -0.39 1.76 0.01  -0.180
O: 5.05 1.06 0.98  -0.499
O: 1.08 -5.09 -0.09  -0.219
O: 2.85 -1.52 4.14  -0.252
H: -6.71 3.75 1.86  0.367
H: 1.24 -7.15 -0.28  0.279
H: 3.52 -1.95 -1.48  0.074
H: -2.50 6.62 -1.57  0.318
C: -1.89 3.72 -1.39  -0.651
O: 1.39 -2.46 0.17  0.383
H: 1.09 1.73 2.97  0.031
H: -3.49 -7.60 -0.40  0.306
O: -3.56 1.74 1.92  0.156
H: 0.43 0.61 -3.17  -0.220
O: 3.93 0.50 -5.55  -0.360
C: 1.22 -6.24 -0.88  -0.788
O: 1.61 1.21 -4.81  -0.470
H: 0.82 5.16 1.05  0.129
O: 2.21 4.43 3.52  -0.246
H: 0.85 -0.75 0.60  -0.118
H: -0.13 -2.12 -1.92  0.127
O: 1.50 5.56 -0.87  -0.456
H: 0.21 7.27 2.67  0.197
H: -4.66 -7.57 0.77  0.349
O: 0.24 3.01 4.28  -0.536
H: -0.63 -4.46 3.73  0.319
O: -0.19 6.01 -2.85  -0.769
H: -3.96 -0.94 0.53  0.317
H: 4.17 -3.07 6.23  0.361
C: 3.07 3.36 3.60  -0.435
H: 4.57 -3.25 -2.25  0.298
H: 2.95 2.76 2.69  -0.116
H: 4.84 -2.66 -0.61  0.294
C: 0.41 -4.61 3.43  -0.720
H: -4.51 -0.02 -3.92  0.325
O: 1.35 -2.72 5.86  -0.742
H: 0.39 3.26 2.24  -0.159
P: 2.73 0.08 -4.58  0.926
O: -0.81 6.48 -0.35  -0.217
C: 0.27 2.45 2.96  0.916
H: 5.46 1.85 1.34  0.343
C: 3.67 0.84 -6.88  -0.717
O: 3.27 -3.98 4.69  -0.335
C: 0.16 0.87 -0.29  -0.112
H: 2.99 1.51 0.49  -0.261
H: -3.42 -0.32 -1.06  -0.133
H: -2.43 -1.29 -4.18  0.180
H: 2.10 -6.17 -1.53  0.303
H: 3.06 -2.73 -6.38  0.355
H: 5.15 -3.12 4.75  0.219
H: 0.38 -6.41 -1.55  0.240
H: -4.99 -1.04 -0.87  0.296
C: -3.49 0.35 -3.77  -0.577
P: -0.03 5.60 -1.44  0.649
O: 1.27 4.85 5.83  -0.768
C: 0.39 1.15 -4.11  0.023
O: -0.14 5.52 3.68  -0.176
H: -0.31 -3.14 -3.37  0.257
O: -3.19 -4.85 -1.25  -0.317
O: 1.12 -3.37 3.32  0.397
C: 4.02 1.68 0.19  -0.372
H: -2.42 3.66 -0.44  0.296
H: -2.77 -3.65 -2.83  -0.093
P: -4.98 1.73 1.10  0.609
H: -1.59 -2.19 0.31  -0.156
P: 1.70 -3.68 -0.64  -0.411
C: -3.60 -7.33 0.65  -0.849
C: 4.07 -2.88 -1.36  -0.454
H: 3.72 -2.39 -4.86  0.309
P: 2.06 -2.90 4.59  0.441
H: -3.49 1.06 -2.95  0.030
P: 0.90 4.52 4.44  1.083
H: 4.84 -4.61 5.76  0.259
H: 0.05 2.17 -3.92  0.321
H: 4.11 3.71 3.58  0.363
P: -3.84 -4.79 0.26  1.015
H: -1.43 -3.13 1.86  0.107
H: 2.22 -3.25 -4.89  0.275
H: 3.02 -0.66 2.24  -0.214
H: -0.68 7.37 4.19  0.287
C: 0.17 6.90 3.70  -0.747
H: -2.94 1.18 3.73  0.297
H: -3.12 0.89 -4.65  0.354
H: 4.18 2.76 0.16  0.502
H: 1.02 7.11 4.34  0.374
C: 1.73 5.06 0.46  -0.229
O: 3.08 -0.22 -3.13  -0.399
H: -3.05 -8.09 1.20  0.275
H: 1.02 -2.03 -3.33  -0.586
H: -5.40 4.87 1.87  0.315
O: 3.29 -3.95 -0.80  -0.384
H: -1.25 -3.87 0.22  0.299
C: 4.44 -3.67 5.36  -0.727
O: 1.21 -3.66 -2.21  -0.179
H: 4.50 -1.09 3.02  0.342
O: -3.15 -6.05 0.98  -0.150
C: -1.78 -3.14 0.83  0.032
H: 4.64 1.14 -7.28  0.235
C: -4.26 -0.40 -0.37  -0.329
O: -0.59 4.11 -1.07  0.289
H: -2.35 0.23 2.34  0.207
C: 2.76 -2.44 -5.38  -0.846
H: -0.57 0.32 -0.89  0.015
H: 2.45 5.71 0.96  0.361
C: 0.40 -2.66 -2.70  0.286
H: -2.28 4.46 -2.09  0.589
C: -5.95 4.20 1.22  -0.869
O: -5.32 -4.78 0.34  -0.776
C: -2.07 7.06 -0.67  -0.712
H: 2.95 1.65 -6.87  0.300
H: 0.92 -5.36 4.03  0.370
O: 2.10 -1.15 -5.35  -0.295
H: -0.69 1.97 2.80  -0.515
H: 2.90 2.70 4.44  0.409
H: 3.44 -2.38 2.31  0.247
C: -3.21 0.72 2.78  -0.834
H: -0.34 0.75 -4.82  0.217
H: -4.24 -4.58 -3.00  0.395
C: 3.48 -1.43 2.86  -0.158
O: -6.15 1.22 1.79  -0.772
H: 2.09 4.03 0.44  0.042
C: -3.66 -3.99 -2.30  -0.198
O: -5.01 3.27 0.58  -0.308
H: -2.78 6.96 0.15  0.254
O: -3.20 -3.42 0.84  -0.356
H: -6.58 4.73 0.50  0.261
H: 0.28 -5.10 2.46  0.160
H: -3.98 -0.01 3.03  0.403
H: -2.01 2.75 -1.89  -0.166



Record 5
Computed, not measured: a molecular structure, C29H51Cl2N4O4PdSi in a non-equilibrium geometry, with wB97M-V/def2-TZVPD.

The calculation puts the maximum force at 2.6 eV/Å. For the HOMO-LUMO gap (alpha / beta), the calculation gives 0.223 / 0.201 Eh. As for the charge: -1. The multiplicity is 3. For the HOMO energy (alpha / beta), the calculation gives -3.700 / -3.698 eV.

Each line ends with the Mulliken charge.
Cartesian coordinates (Å):
C: 0.08 4.74 -1.31  0.123
H: 1.25 -6.50 2.16  0.318
C: -1.99 3.00 1.38  -0.807
C: 0.13 -0.23 4.41  -1.223
H: 2.67 5.00 -0.79  0.441
C: 1.88 0.55 2.71  -0.677
Cl: 2.50 -0.05 -0.58  -0.416
C: -0.61 -0.02 -2.64  0.040
H: 1.64 1.12 -4.59  0.478
C: 2.28 4.12 -0.26  -1.416
H: -1.41 3.09 2.29  0.403
H: 4.70 -1.27 1.91  0.265
C: 4.16 -2.01 1.32  -1.067
H: 4.62 -2.99 -2.54  0.354
H: 1.87 0.18 -3.07  -0.104
H: 0.54 0.33 5.24  0.442
H: -5.73 -1.45 -0.68  0.396
N: 0.43 -5.24 0.67  0.440
C: 1.39 1.05 -3.52  -0.691
H: 1.95 -6.68 0.54  0.310
H: -1.01 4.61 -1.33  0.426
C: 5.79 -0.70 -0.36  -1.602
C: -1.33 2.72 0.19  0.074
H: 2.76 0.12 3.22  0.312
C: -4.09 3.11 0.16  -0.900
H: 6.55 -1.48 -0.26  0.360
H: -3.18 -1.99 2.92  0.400
C: 4.52 -1.91 -2.37  -1.374
H: -4.06 -1.52 -1.34  0.217
H: 0.19 -6.66 -0.84  0.335
H: -4.76 0.40 2.30  0.308
N: -0.05 0.96 -3.36  0.479
H: 0.94 -3.49 1.65  0.320
H: -0.40 1.91 -5.20  0.325
H: -1.51 2.04 -1.83  -0.643
C: 0.28 -3.93 0.88  -0.080
H: -1.68 -1.30 5.16  0.483
Si: 4.02 -1.53 -0.55  0.925
H: 0.27 6.87 -1.62  0.262
N: -0.11 -0.97 2.27  1.639
H: -2.19 -2.70 1.61  0.163
H: -3.98 2.64 -1.96  0.392
H: 5.49 -1.47 -2.65  0.326
H: 2.86 3.24 -0.58  0.167
C: -2.06 2.45 -0.97  1.346
H: -2.66 -0.01 1.64  0.649
C: -3.44 2.72 -1.01  -0.758
H: -0.90 -5.25 -0.95  0.261
H: 0.57 2.72 1.17  -0.190
N: -4.28 -0.44 0.43  0.558
H: -5.70 1.05 0.92  0.324
H: -1.71 0.01 -2.61  0.490
H: 1.75 1.96 -3.02  0.098
C: -4.81 -0.89 -0.85  -0.968
C: -5.25 0.14 1.35  -1.000
C: -0.79 1.90 -4.17  -0.857
H: -1.86 1.64 -4.18  0.264
H: 0.03 5.93 -3.08  0.337
H: -2.12 -3.34 3.25  0.399
O: 0.06 -0.93 -2.07  -0.931
C: 0.67 -0.19 3.08  -0.016
H: -5.17 3.30 0.15  0.472
O: 0.64 1.64 -0.57  0.140
H: 1.78 1.59 3.04  0.337
H: -5.06 -0.02 -1.49  0.237
C: -1.13 -1.51 3.03  -0.003
H: 3.77 -1.53 -3.08  0.297
H: 3.21 -2.21 1.81  0.073
C: 0.54 5.92 -2.10  -1.575
O: -0.52 -3.22 0.20  -0.790
C: -1.00 -1.05 4.36  -1.087
H: 5.87 -0.04 0.51  0.320
C: 0.20 2.69 0.12  0.851
O: -2.09 -0.62 -0.22  -0.317
H: 6.04 -0.12 -1.26  0.386
C: -2.21 -2.42 2.65  -1.442
C: 1.55 -5.95 1.26  -0.829
H: 2.32 -5.22 1.51  0.266
H: 4.75 -2.94 1.35  0.372
H: -3.89 3.45 2.28  0.383
C: 0.82 3.95 -0.53  0.087
H: -0.68 2.92 -3.76  0.206
Pd: 0.24 -1.07 0.16  1.553
Cl: 2.67 -3.23 -0.77  -0.429
H: 1.63 5.92 -2.29  0.383
H: 2.08 0.55 1.62  -0.323
H: -6.07 -0.56 1.54  0.345
C: -3.37 3.20 1.36  -0.735
C: -2.96 -0.35 0.64  -0.717
C: -0.41 -5.95 -0.27  -0.948
H: 2.46 4.24 0.82  0.264
H: -1.18 -6.55 0.24  0.294